C3H3ClN2OS | ωB97M-V/def2-TZVPD

Each line ends with the Mulliken charge.
Cartesian coordinates (Å):
C  1.721  0.624  0.019  -0.59
C  0.534  0.813  0.574  -0.08
C  0.522  -0.982  -0.691  0.09
N  1.675  -0.494  -0.772  -0.53
N  -0.266  -0.255  0.182  0.06
O  -2.578  -1.668  0.174  -0.49
S  -1.830  -0.425  0.885  0.56
Cl  -2.355  1.315  -0.154  -0.14
H  2.392  1.395  -0.229  0.36
H  0.043  1.523  1.227  0.38
H  0.141  -1.845  -1.215  0.38

The value obtained for the energy above the lowest of the compared OMol25 structures with the same formula, charge and spin is 177.94 kJ/mol. Its LUMO energy is -1.01 eV. The value obtained for the largest force on an atom is 6.62 eV/Å. As for the net charge: 0.